The following is a DFT calculation (wB97M-V/def2-TZVPD) of C22H15Cl4N3O3OsSe2 as an isolated structure.

Computed properties:
relative energy (zero: lowest compared OMol25 entry of this formula, charge and spin)	2.1	kcal per mole
LUMO level (spin up / spin down)	-6.17 / -8.08	eV
total charge	+2
orbital gap (spin up / spin down)	7.70 / 5.96	eV
2S+1	5

Cartesian coordinates (Å):
Os -0.1150 0.1318 -0.2800
Se 1.6204 2.5376 1.8561
Se -0.4604 2.0750 2.7293
C -0.2911 0.1581 2.9799
C -0.8343 -0.4260 4.1120
C -0.6158 -1.7806 4.3197
C 0.1681 -2.4873 3.4205
C 0.6686 -1.8226 2.3174
N 0.4204 -0.5295 2.0826
C 1.2617 2.8917 -0.0231
C 1.7109 4.1061 -0.5168
C 1.5089 4.4229 -1.8504
C 0.8609 3.5056 -2.6676
C 0.4740 2.3023 -2.1291
N 0.6760 1.9790 -0.8315
H -1.3933 0.1707 4.8200
H -1.0284 -2.2678 5.1930
H 0.3941 -3.5339 3.5657
H 1.2813 -2.3367 1.5858
H 2.1994 4.7960 0.1568
H 1.8378 5.3759 -2.2425
H 0.6591 3.7236 -3.7062
H -0.0236 1.5535 -2.7344
Cl -6.2303 -2.7672 0.5614
C -4.9585 -1.6512 0.4122
C -5.2521 -0.2552 0.3448
Cl -6.8600 0.2760 0.3949
C -4.2274 0.6761 0.2222
Cl -4.5276 2.3553 0.1588
C -2.9096 0.2263 0.1157
O -1.8881 1.0193 -0.0358
C -2.6038 -1.1805 0.2069
O -1.3565 -1.5034 0.1406
C -3.6522 -2.1057 0.3565
Cl -3.2692 -3.7667 0.4420
O -0.3429 -1.4610 -2.3007
C 0.9388 -1.7198 -2.8489
C 2.0525 -1.1569 -2.0039
C 3.3465 -1.1426 -2.4995
C 4.3781 -0.6715 -1.7081
C 4.0964 -0.2778 -0.4041
C 2.7909 -0.3119 0.0253
N 1.7662 -0.6953 -0.7703
H -0.6874 -2.2599 -1.8813
H 0.9725 -1.2794 -3.8466
H 1.1042 -2.7940 -2.9563
H 3.5352 -1.4999 -3.5034
H 5.3911 -0.6213 -2.0848
H 4.8750 0.0535 0.2675
H 2.5385 -0.0304 1.0375